10
Properties=species:S:1:pos:R:3:forces:R:3 method="wB97M-V/def2-TZVPD" lumo_ev=4.1 total_energy_ev=-19530.2317 homo_energy_ev=-4.6 charge=-1 de_lowest_ev=5.410
C -1.081 0.894 -0.099 0.20 -0.12 -0.69
C -0.715 -0.557 0.253 -3.03 -0.49 -2.26
O 0.089 1.278 -0.572 0.93 0.48 -0.14
O -2.027 1.626 0.030 -0.50 -0.44 0.23
F -1.146 -1.436 -1.075 0.92 1.86 2.10
F -1.595 -1.060 1.109 0.06 -0.67 1.13
Si 1.173 -0.016 0.020 0.24 -1.08 -2.80
H 1.264 -1.434 -0.637 0.96 1.09 -0.04
H 2.408 0.845 -0.328 -0.26 -0.28 -0.64
H 1.631 -0.140 1.299 0.48 -0.36 3.10



8
Properties=species:S:1:pos:R:3:forces:R:3 method="wB97M-V/def2-TZVPD" lumo_ev=0.8 total_energy_ev=-16844.4348 smiles=FC1(F)CP1 homo_energy_ev=-9.6 de_lowest_ev=2.332
F 2.061 0.779 1.017 -0.86 -0.55 -0.85
C 0.785 0.327 1.189 -1.11 1.73 -0.58
F 0.669 0.112 2.496 0.11 -1.47 1.12
C -0.084 -0.448 0.221 0.82 -1.47 1.13
P -0.792 1.239 0.643 1.37 0.24 -0.84
H 0.274 -0.613 -0.842 -0.51 -0.08 1.66
H -0.591 -1.300 0.821 0.82 1.23 -1.55
H 0.059 1.753 -0.382 -0.64 0.36 -0.08



11
Properties=species:S:1:pos:R:3:forces:R:3 method="wB97M-V/def2-TZVPD" lumo_ev=0.5 total_energy_ev=-16528.9650 smiles=N[C@]1(F)OC1(F)F.F homo_energy_ev=-11.2 de_lowest_ev=1.712
N 0.678 -0.274 0.625 2.10 2.13 -2.25
C -0.341 -1.175 0.720 -1.53 0.19 2.10
F -0.199 -2.427 0.239 0.80 0.97 -0.13
O -1.671 -0.680 0.444 -1.09 -0.71 -0.43
C -1.400 -1.042 1.729 -0.85 -0.21 0.86
F -1.563 -0.011 2.583 0.62 -0.31 -0.05
F -2.023 -2.117 2.317 0.65 1.09 -1.19
H 0.692 0.688 1.074 -0.82 -2.31 0.20
H 0.776 0.006 -0.380 0.26 -0.81 0.88
F -0.626 0.632 -1.953 -1.20 0.89 2.16
H -1.122 0.926 -1.157 1.08 -0.91 -2.15



12
Properties=species:S:1:pos:R:3:forces:R:3 method="wB97M-V/def2-TZVPD" lumo_ev=0.6 total_energy_ev=-27364.8832 smiles="NSC(F)F.O=C(F)F" homo_energy_ev=-9.8 de_lowest_ev=0.000
N -0.355 -1.022 -0.453 0.86 2.41 -2.76
S -0.376 0.723 -0.573 -0.79 -1.20 0.63
C -2.141 0.980 -0.043 2.23 0.55 -0.24
F -2.892 -0.059 -0.432 -0.48 0.22 -0.18
F -2.219 1.082 1.293 -0.33 -0.26 0.69
H -1.117 -1.236 -1.069 -0.15 -1.06 0.11
H -0.441 -1.357 0.448 -0.50 -0.68 2.18
H -2.388 1.947 -0.455 -0.88 0.05 -0.40
O 2.775 -0.007 1.535 -0.07 -0.01 1.60
C 2.974 -0.250 0.424 0.00 -0.29 -1.82
F 2.709 0.559 -0.580 0.14 0.06 -0.19
F 3.471 -1.359 -0.096 -0.05 0.20 0.37



8
Properties=species:S:1:pos:R:3:forces:R:3 method="wB97M-V/def2-TZVPD" lumo_ev="0.6 / -4.0" s2=2.01 total_energy_ev=-14423.7577 homo_energy_ev="-5.7 / -10.2" de_lowest_ev=2.494 spin_multiplicity=3
C 0.391 -0.016 0.328 -4.16 -0.05 1.61
C -0.367 0.599 -0.769 0.22 -1.38 -0.57
N -1.469 1.212 -0.680 -0.56 1.90 -1.77
F -1.871 1.673 0.593 0.69 -1.17 0.11
I 2.489 0.244 0.054 4.79 0.52 -0.52
H 0.253 -1.133 0.354 0.12 1.09 0.16
H 0.192 0.496 1.341 0.03 -1.08 -1.37
H -0.008 0.435 -1.888 -1.12 0.17 2.35



8
Properties=species:S:1:pos:R:3:forces:R:3 method="wB97M-V/def2-TZVPD" lumo_ev="-20.1 / -20.2" total_energy_ev=-12016.2974 homo_energy_ev="-28.5 / -27.3" charge=+3 de_lowest_ev=0.000
H 0.683 -0.263 -1.325 1.88 -0.17 1.48
C -1.077 0.155 0.008 -3.57 5.36 2.32
C -0.007 -0.562 0.424 1.00 -2.73 -1.58
O 1.113 -0.294 -0.341 -3.94 -3.40 -3.44
H -2.064 -0.036 0.432 -0.73 -0.34 -0.77
F -0.886 1.449 -0.297 -0.03 -3.28 -0.35
H -0.063 -1.530 0.916 0.23 -0.13 0.80
In 2.301 1.081 0.182 5.15 4.69 1.54



10
Properties=species:S:1:pos:R:3:forces:R:3 method="wB97M-V/def2-TZVPD" lumo_ev=-4.0 total_energy_ev=-11987.5370 homo_energy_ev=-11.7 charge=+1 de_lowest_ev=0.000
O -0.153 0.258 -0.197 -1.06 -0.74 2.37
C 1.138 0.530 -0.129 1.26 0.31 0.28
C 1.718 1.628 -0.668 -0.07 -0.22 0.09
Tl -0.513 0.636 -2.234 -0.48 0.36 -2.56
Li -2.165 -0.774 1.158 0.50 -0.07 0.04
F -2.778 -2.284 1.782 0.17 -0.02 -0.42
H 1.770 -0.228 0.361 -0.19 0.24 -0.19
H 1.119 2.450 -1.079 0.25 -0.19 0.25
H 2.800 1.750 -0.638 -0.37 -0.02 -0.02
Li -2.936 -3.966 1.645 -0.03 0.33 0.17



9
Properties=species:S:1:pos:R:3:forces:R:3 method="wB97M-V/def2-TZVPD" lumo_ev=0.5 total_energy_ev=-9862.1369 homo_energy_ev=-10.1 de_lowest_ev=4.473
C 0.857 0.745 0.082 3.75 -2.95 -1.18
C -1.422 -0.024 0.024 2.18 -2.41 0.54
N 2.154 0.935 -0.057 -2.42 0.81 1.02
N 1.567 -0.220 -0.631 0.27 -0.93 -1.11
O -0.329 0.847 0.438 -1.43 2.66 1.49
F 1.939 -1.531 0.224 -0.71 1.41 0.07
H -1.431 -0.053 -1.072 -0.53 0.16 0.42
H -2.288 0.346 0.573 0.13 -0.10 -0.50
H -1.046 -1.045 0.419 -1.24 1.35 -0.76